# 1
139
Properties=species:S:1:pos:R:3:forces:R:3 method="wB97M-V/def2-TZVPD" multiplicity=3 lumo_energy_ev="-6.1 / -5.0" de_lowest_ev=3.0446 charge=+1 s_squared=2.02
V 6.729038 0.148028 -33.333590 0.528 1.758 -0.621
C 3.832713 3.717744 -32.960651 0.118 0.903 1.077
F 2.641373 3.251604 -32.642303 0.062 -1.062 0.076
F 3.618827 4.870160 -33.515565 0.182 1.000 -1.136
F 4.546265 3.953161 -31.856185 -0.344 -0.920 -0.434
S 4.632259 2.579105 -34.302105 -2.379 -2.943 -1.535
O 3.792562 1.348553 -34.407351 2.233 2.826 0.935
O 4.695203 3.429206 -35.479341 0.454 -1.074 1.840
N 6.240575 2.053340 -33.702945 -3.268 1.096 -0.954
S 7.094007 3.416190 -33.799746 5.490 2.181 3.230
O 6.436856 4.660971 -33.410680 0.084 -2.252 -1.276
O 8.341444 3.137227 -33.006611 -2.722 0.342 -2.369
C 7.565092 3.600451 -35.684949 -0.767 -0.259 -0.246
F 7.006357 2.659024 -36.446104 0.614 -0.870 0.581
F 7.099984 4.716310 -36.144539 -0.246 1.497 0.252
F 8.873002 3.595570 -35.810525 0.402 -0.443 0.269
C 3.222714 1.057273 -30.238819 -0.406 -2.002 -1.342
F 2.757074 0.442048 -29.201290 0.503 0.141 1.235
F 2.530478 0.574449 -31.274187 0.345 0.448 -0.685
F 3.063805 2.339020 -30.160421 0.519 0.607 0.259
S 5.140493 0.609661 -30.536523 0.726 0.767 1.946
O 5.754581 1.866731 -30.851434 -0.271 -0.445 -0.593
O 5.617056 -0.076811 -29.356161 -0.416 0.530 -1.541
N 5.326944 -0.446962 -32.010890 -0.086 1.991 1.745
S 4.609359 -1.819634 -31.541438 -1.631 -4.723 1.434
O 5.524167 -2.941621 -31.669941 -0.424 1.671 -0.501
O 3.840944 -1.769019 -30.288291 1.339 0.816 -2.591
C 3.275952 -2.158702 -32.870706 -0.479 0.402 -0.818
F 2.031448 -1.863181 -32.471490 1.162 -0.447 0.069
F 3.520859 -1.411000 -33.971316 0.192 -0.268 0.435
F 3.360080 -3.440798 -33.230653 -0.155 0.623 0.484
C 12.178555 3.201088 -32.464512 -0.159 -0.442 0.913
C 11.711136 4.469288 -31.720287 -0.041 -0.735 -1.092
C 11.658903 5.715778 -32.678232 -0.197 -1.114 1.226
C 10.405590 5.834147 -33.449547 0.256 0.202 0.432
N 9.423360 5.945990 -34.036846 0.334 -0.164 0.097
H 11.625377 2.953094 -33.370372 0.020 0.565 -0.212
H 11.969288 2.343741 -31.824774 0.083 -0.174 0.214
H 13.257197 3.166739 -32.617643 -0.044 0.241 -0.345
H 12.387191 4.661200 -30.887081 0.205 0.203 -0.205
H 10.765358 4.222774 -31.237766 -0.322 0.490 -0.299
H 12.492286 5.606414 -33.372209 0.035 0.367 0.021
H 11.817989 6.531027 -31.972425 -0.235 0.606 -0.732
C 6.018413 0.144241 -39.334545 0.029 -0.607 -0.802
C 4.671437 -0.408333 -38.929429 0.006 1.565 1.495
C 4.696922 -1.158256 -37.596929 0.238 -0.598 1.430
C 5.390191 -0.607251 -36.386947 0.751 1.099 -0.266
N 5.958970 -0.185540 -35.469321 -0.495 -1.194 0.226
H 5.838513 0.912859 -40.086195 0.338 -0.150 -0.154
H 6.550218 -0.704039 -39.765463 0.627 0.361 -0.143
H 6.604068 0.611917 -38.543101 -0.159 -0.116 0.164
H 4.212904 -1.029511 -39.698825 0.055 0.004 0.193
H 4.061487 0.477126 -38.750531 -0.550 -0.193 -0.185
H 5.182080 -2.131468 -37.671675 -0.102 -0.270 -0.251
H 3.700321 -1.322311 -37.187089 -0.272 -0.228 -0.285
C 4.256261 7.279045 -30.454183 0.842 0.958 -0.362
C 4.772512 6.270293 -29.475134 -0.857 -1.070 0.579
C 5.358219 6.873052 -28.169951 -0.508 0.127 -1.246
C 5.722375 5.803563 -27.251884 1.411 -2.581 3.133
N 6.032901 4.961896 -26.474931 -1.139 2.900 -2.974
H 3.516203 7.945745 -30.011559 -0.160 -0.130 -0.043
H 3.881704 6.865031 -31.390345 -0.190 -0.252 0.237
H 5.100433 7.899840 -30.754311 -0.028 0.348 -0.085
H 5.432176 5.533815 -29.933992 0.364 0.387 0.028
H 3.926883 5.643464 -29.192122 -0.200 -0.081 0.331
H 4.613888 7.542526 -27.738825 -0.188 -0.264 0.316
H 6.179815 7.550297 -28.403226 0.461 -0.341 0.085
C 11.874466 6.717501 -37.317148 -1.285 0.503 -0.075
C 10.838162 5.623170 -37.350684 -0.907 0.015 -1.459
C 10.318783 5.332605 -38.816115 0.972 -0.242 0.703
C 9.375115 4.210923 -38.883112 -1.073 -1.178 -0.435
N 8.603288 3.344194 -38.990945 1.368 1.333 0.371
H 12.718627 6.434368 -37.945892 0.354 0.320 0.514
H 12.015669 6.916568 -36.254825 0.986 -0.058 -0.106
H 11.410575 7.635332 -37.678401 0.223 0.161 -0.316
H 9.965119 5.909658 -36.764339 0.237 -0.356 0.436
H 11.369903 4.733113 -37.014318 -0.663 -0.372 0.314
H 11.234306 5.090033 -39.355634 -0.141 -0.385 -0.409
H 9.888550 6.161936 -39.377539 -0.140 0.309 0.497
C 9.254373 -0.147711 -27.842560 -0.480 -0.272 -1.155
C 9.022803 1.312187 -28.260369 -0.458 -0.306 1.131
C 9.444334 1.797133 -29.623420 0.562 -0.539 -1.208
C 8.813535 1.116584 -30.772852 -1.301 -0.410 -0.225
N 8.208619 0.566842 -31.589738 0.096 0.247 -0.170
H 8.545833 -0.800560 -28.352327 -0.308 0.092 -0.236
H 9.021638 -0.330454 -26.793497 0.530 0.304 0.033
H 10.207975 -0.555368 -28.178068 0.361 0.244 0.564
H 9.553252 1.987605 -27.589144 -0.059 -0.051 0.213
H 7.959646 1.518753 -28.137436 -0.032 0.166 0.059
H 10.509582 1.646863 -29.798822 0.266 0.063 0.191
H 9.264868 2.870023 -29.692814 -0.190 -0.011 -0.312
C 10.303997 0.057659 -38.017326 -0.060 -0.515 0.027
C 11.081932 1.108809 -37.225167 -0.606 0.125 0.056
C 11.055828 0.863503 -35.676379 -0.523 -0.361 -0.354
C 9.720572 0.843977 -35.044355 -3.456 0.131 1.041
N 8.640564 0.814934 -34.564318 3.168 -1.009 -1.028
H 10.536262 -0.969941 -37.737676 -0.015 -0.057 0.343
H 10.461877 0.057373 -39.095831 0.286 0.545 0.045
H 9.235968 0.237750 -37.894940 -0.093 -0.147 0.147
H 10.579858 2.037147 -37.497607 0.302 0.344 0.395
H 12.127383 1.189609 -37.522827 -0.024 -0.135 0.077
H 11.690578 1.523541 -35.085161 -0.038 0.198 -0.210
H 11.412221 -0.150781 -35.496642 0.241 -0.142 0.031
F 7.476479 8.758554 -39.528795 -0.773 -0.522 -0.938
C 7.820488 8.869806 -38.259455 1.300 0.234 1.672
C 7.468229 7.912733 -37.282166 0.180 0.509 -1.177
C 7.953966 8.069113 -35.996204 -0.258 0.235 -0.827
C 8.772322 9.145532 -35.693596 -0.599 -0.479 0.708
C 9.059320 10.131671 -36.631750 0.408 -0.850 0.045
C 8.649808 9.958267 -37.954378 -0.976 0.069 1.028
H 6.855681 7.056523 -37.523164 -0.156 0.053 -0.247
H 7.650189 7.365622 -35.235131 0.208 -0.031 0.051
H 9.023722 9.101068 -34.644203 0.631 0.933 0.054
H 9.673963 10.978934 -36.365738 -0.052 0.113 0.026
H 8.802791 10.785261 -38.631940 0.117 -0.327 -0.454
F 7.435407 9.150481 -32.369855 0.402 -0.443 0.447
C 7.966581 8.238567 -31.508335 -0.414 -0.594 -0.382
C 7.452413 6.945875 -31.518845 -0.904 -0.677 0.610
C 7.871005 5.971750 -30.599275 1.244 1.515 -0.778
C 8.944038 6.326680 -29.757830 -0.935 -1.707 0.026
C 9.433625 7.586031 -29.747263 0.699 2.235 -0.957
C 8.978036 8.570629 -30.654647 0.047 -0.090 0.670
H 6.606150 6.719165 -32.150376 0.130 0.049 -0.310
H 7.480405 4.965255 -30.627491 -0.108 0.018 -0.020
H 9.376606 5.576721 -29.112178 -0.042 -0.030 0.279
H 10.242409 7.919242 -29.113833 0.059 -0.368 0.296
H 9.361075 9.580285 -30.638125 0.114 0.022 0.028
F -1.311974 9.277005 -30.582048 0.000 -0.560 0.050
C -0.849490 8.003894 -30.666643 0.012 -0.040 -0.060
C -1.431275 6.988996 -29.915829 0.922 -0.273 -0.351
C -0.860874 5.702942 -30.024075 0.183 0.247 0.088
C 0.271456 5.450526 -30.810053 -0.553 0.843 -0.150
C 0.797515 6.500887 -31.558060 -0.229 -0.206 0.405
C 0.225903 7.763716 -31.503715 0.432 -0.061 -0.145
H -2.223710 7.231643 -29.223318 -0.152 -0.181 -0.086
H -1.268804 4.886703 -29.446377 -0.165 0.026 0.101
H 0.740752 4.481269 -30.891916 -0.195 -0.165 0.238
H 1.686749 6.338019 -32.148941 -0.032 0.050 -0.198
H 0.679034 8.542176 -32.099589 -0.212 0.293 0.101

---

# 2
39
Properties=species:S:1:pos:R:3:forces:R:3 method="wB97M-V/def2-TZVPD" smiles="COCCCn1c(CCC(=O)O)ccc1-c1cccs1" lumo_energy_ev=0.6 de_lowest_ev=0.5513 charge=0
C -0.729341 -4.861848 -0.358962 -0.042 -0.095 -0.031
O -0.414289 -3.547892 0.017509 0.114 0.279 0.046
C -1.550248 -2.782447 0.357749 -0.086 0.173 0.191
C -1.098862 -1.375153 0.723917 0.038 -0.350 -0.347
C -0.469940 -0.674025 -0.485404 -0.257 -0.508 0.246
N 0.099413 0.595447 -0.124590 -0.001 0.319 -0.057
C 1.418768 0.788882 0.168301 0.423 0.025 0.064
C 2.427702 -0.306034 0.033816 0.020 -0.021 0.012
C 3.822262 0.139377 0.472664 -0.235 -0.037 -0.172
C 4.398679 1.230537 -0.396211 0.288 0.193 0.274
O 5.080959 2.137435 -0.000915 0.057 0.111 0.100
O 4.110952 1.066592 -1.692979 -0.240 -0.295 -0.555
C 1.588718 2.096256 0.560899 0.100 -0.276 0.045
C 0.333185 2.710914 0.520660 -0.425 -0.265 -0.160
C -0.588399 1.764800 0.101357 0.757 0.531 0.202
C -1.996288 1.994645 -0.054056 -0.955 -0.128 -0.207
C -2.673171 3.085084 0.433247 0.295 -0.296 -0.035
C -4.043964 3.097875 0.112892 -0.244 -0.074 -0.155
C -4.423845 2.021922 -0.619504 0.195 -0.238 -0.109
S -3.101627 0.967013 -0.933737 -0.024 0.583 0.275
H -1.388328 -4.877151 -1.236287 0.028 -0.027 0.017
H -1.222344 -5.403621 0.458078 0.021 -0.002 -0.030
H 0.211209 -5.351512 -0.602788 -0.060 -0.080 -0.019
H -2.248931 -2.745950 -0.492980 0.003 -0.039 0.048
H -2.073735 -3.246054 1.208402 0.015 0.036 -0.120
H -0.360468 -1.438442 1.524699 0.005 0.041 0.060
H -1.954862 -0.805140 1.085606 0.007 0.027 0.050
H 0.315054 -1.314895 -0.887830 -0.079 0.127 -0.058
H -1.221562 -0.532181 -1.265290 0.215 -0.104 -0.024
H 2.129123 -1.165541 0.641567 0.038 -0.045 -0.072
H 2.478711 -0.635622 -1.008398 -0.018 -0.100 0.088
H 3.817405 0.492053 1.504145 0.083 0.031 -0.090
H 4.507313 -0.710201 0.406528 0.003 0.037 0.028
H 4.501640 1.785065 -2.214060 0.052 0.008 0.307
H 2.506859 2.568916 0.846015 0.242 0.039 0.059
H 0.124551 3.734810 0.756098 -0.110 0.201 0.009
H -2.199775 3.851093 1.018731 0.143 0.112 0.120
H -4.719373 3.876456 0.420513 -0.130 0.108 0.036
H -5.393153 1.768533 -0.999414 -0.234 -0.004 -0.035

---

# 3
87
Properties=species:S:1:pos:R:3:forces:R:3 method="wB97M-V/def2-TZVPD" multiplicity=3 lumo_energy_ev="-4.9 / -4.6" de_lowest_ev=0.0000 charge=+1 s_squared=2.14
W -0.379642 0.277118 -0.896663 -0.587 1.040 -0.288
C 1.203987 -5.403082 -3.915628 -0.020 0.037 0.017
C -0.119929 -5.361243 -4.365233 -0.016 0.037 0.021
C -0.975075 -4.332282 -3.995233 0.129 -0.112 -0.019
C -0.454880 -3.343744 -3.177415 -0.303 0.133 -0.008
C -1.073560 -2.155622 -2.584924 -0.256 -0.300 -0.087
N -2.382492 -1.906892 -2.587162 0.483 -0.116 -0.018
C -2.977215 -0.967787 -1.882447 -0.393 0.295 0.015
C -4.430184 -0.852339 -1.726690 0.192 -0.249 -0.192
C -5.463706 -1.608181 -2.256357 -0.048 0.084 0.032
C -6.752972 -1.263647 -1.880777 0.004 0.026 0.020
C -6.997672 -0.201497 -1.001634 0.032 -0.040 -0.041
C -5.958932 0.548553 -0.472484 -0.036 -0.025 -0.054
C -4.672631 0.202878 -0.853815 0.170 0.252 0.203
C -3.369984 0.756569 -0.469631 -0.275 -0.241 -0.455
N -3.208317 1.764115 0.348810 0.667 0.264 0.306
C -2.025189 2.212245 0.801759 -0.660 0.124 0.049
N -0.795318 1.706463 0.569235 0.219 -0.515 -0.550
C 0.148491 2.330221 1.351539 0.477 -0.057 0.339
N 1.389715 1.931781 1.561395 -0.828 0.406 -0.081
C 1.939555 0.856902 1.020070 0.611 -0.551 -0.204
N 1.429592 0.053095 0.021428 -0.295 -0.008 -0.079
C 2.279353 -0.996890 -0.247363 0.452 0.379 0.342
N 2.117432 -1.995075 -1.115339 -0.542 -0.148 -0.367
C 1.060148 -2.213245 -1.867803 0.344 -0.265 0.066
N -0.105670 -1.479875 -1.915346 0.148 0.458 0.049
C 0.864635 -3.384644 -2.728522 0.201 0.126 0.166
C 1.716034 -4.417674 -3.082340 -0.088 -0.053 -0.066
C 3.421446 -0.852894 0.627722 -0.253 -0.291 -0.388
C 4.556157 -1.651456 0.801858 0.092 0.064 0.114
C 5.447510 -1.279302 1.783560 -0.051 -0.026 -0.053
C 5.226935 -0.136411 2.582311 -0.079 0.044 -0.023
C 4.113787 0.656325 2.410084 0.159 -0.083 -0.011
C 3.208007 0.283433 1.413850 -0.349 0.422 0.112
C -0.530774 3.403084 2.070923 0.145 0.078 0.158
C -0.069742 4.353369 2.974866 -0.101 -0.082 -0.088
C -1.007450 5.211978 3.523656 -0.126 0.021 -0.020
C -2.369040 5.122692 3.193975 0.124 0.000 0.021
C -2.828784 4.172573 2.299437 0.125 0.024 0.014
C -1.885306 3.321118 1.738149 -0.169 -0.086 -0.042
N -2.410055 0.039613 -1.146403 0.117 -0.429 0.462
H 1.838386 -6.222352 -4.224772 0.009 -0.015 -0.006
H -0.483061 -6.148284 -5.011810 0.009 -0.015 -0.006
H -2.001020 -4.298571 -4.331832 -0.034 0.012 0.000
H -5.265751 -2.427203 -2.932370 0.008 -0.028 -0.012
H -7.589939 -1.826458 -2.270822 -0.015 -0.002 -0.003
H -8.018625 0.032610 -0.733395 -0.012 0.009 0.008
H -6.137092 1.369645 0.207027 0.000 0.012 0.020
H 2.735949 -4.447479 -2.726008 0.021 0.000 0.003
H 4.718475 -2.523977 0.185494 0.005 -0.033 -0.024
H 6.337526 -1.870250 1.949696 0.025 -0.011 0.007
H 5.952324 0.118452 3.342565 0.021 -0.001 0.020
H 3.937073 1.531745 3.018884 -0.004 0.017 0.004
H 0.980166 4.421939 3.224079 0.022 0.006 0.010
H -0.687618 5.974758 4.220205 0.004 0.012 0.023
H -3.067094 5.811815 3.647989 -0.006 0.023 0.014
H -3.874305 4.095197 2.039068 -0.033 -0.019 -0.013
Cl 2.306836 0.716735 -2.908543 0.154 0.058 -0.094
C 1.505300 1.532632 -4.211676 -0.042 -0.128 0.279
C 2.188347 1.658971 -5.405930 -0.085 0.056 -0.079
C 1.575168 2.300859 -6.469942 -0.023 -0.018 0.075
C 0.294724 2.805721 -6.324832 0.073 -0.033 0.001
C -0.366239 2.669647 -5.116367 -0.231 0.093 -0.037
Cl -1.969281 3.332442 -5.010712 0.119 -0.076 0.028
C 0.213882 2.028125 -4.014216 0.004 -0.049 -0.339
S -0.687038 2.015508 -2.502012 0.584 -0.454 0.631
H 3.186180 1.255762 -5.493107 0.021 -0.012 0.006
H 2.094046 2.405769 -7.411749 0.019 0.003 -0.017
H -0.202728 3.306888 -7.141571 -0.014 0.016 -0.016
N 1.008635 -2.390890 2.083713 -0.136 -0.007 -0.074
C 0.041180 -1.485775 2.170768 0.240 -0.078 0.094
S -1.222857 -1.460199 0.990892 0.021 0.009 0.096
N 0.023537 -0.604574 3.169739 -0.211 -0.015 -0.105
C 0.951145 -0.438002 4.242108 -0.027 0.099 -0.083
C 1.230716 0.865412 4.633277 0.074 -0.020 0.023
C 2.121030 1.093882 5.667328 0.008 -0.028 0.036
C 2.735110 0.028289 6.313053 -0.028 0.020 -0.050
C 2.423168 -1.268975 5.940505 -0.020 0.004 -0.037
C 1.520961 -1.512146 4.912194 -0.028 -0.019 0.127
H 1.001678 -2.992554 1.274563 0.038 0.021 0.050
H 1.848374 -2.337410 2.641862 -0.021 0.020 0.055
H -0.690775 0.105400 3.063950 0.028 -0.100 0.118
H 0.759021 1.694249 4.123909 -0.003 0.033 -0.045
H 2.336036 2.110058 5.967914 0.009 0.021 0.017
H 3.434400 0.209175 7.116486 0.022 0.005 0.028
H 2.862507 -2.106341 6.464371 0.012 -0.013 0.014
H 1.223241 -2.530563 4.704636 0.005 -0.015 -0.119